Entry 1:
C42H42Li2O18S as an isolated structure in a non-equilibrium geometry. Source: OMol25; level of theory: wB97M-V/def2-TZVPD.

Element x y z (Å)
Li -1.2771 -0.8114 2.6431
Li 3.2819 2.2486 1.4931
S 0.9629 0.5676 0.7161
O 0.0019 -0.2014 1.5211
O 1.8799 -0.3144 0.1181
O 0.1019 1.1486 -0.3629
O 1.5429 1.6306 1.4591
C -1.8831 3.1326 4.8301
C -2.5891 4.0096 5.6751
C -3.9631 3.5916 6.1191
C -4.4421 2.3326 5.7681
C -3.7371 1.5636 4.8671
C -2.4981 1.9306 4.3501
O -1.8871 1.2486 3.4151
O -4.6691 4.4666 6.8691
H -1.0041 3.2886 4.4591
H -2.2701 5.1606 5.8871
H -5.4671 2.0646 5.9441
H -4.0641 0.5806 4.5001
H -1.5031 1.7046 2.7831
H -4.5301 5.5666 6.5811
C -5.4141 0.5216 -2.6409
C -4.6141 0.8176 -1.4829
C -3.2961 1.2076 -1.5709
C -2.7211 1.2726 -2.8429
C -3.5481 1.0836 -3.9379
C -4.8701 0.7186 -3.8919
O -5.5311 0.3936 -5.0629
O -2.6341 1.3986 -0.3059
H -6.4711 0.1526 -2.7479
H -5.1161 0.6046 -0.5749
H -1.7301 1.3656 -2.9569
H -3.0001 1.0866 -4.9269
H -6.3551 0.1956 -5.0929
H -1.7761 1.1416 -0.3769
C 0.8099 -0.9284 -3.3689
C 0.0259 -1.6684 -4.3259
C 0.6139 -2.4944 -5.2269
C 2.0339 -2.7924 -4.9669
C 2.7859 -2.2304 -3.9549
C 2.0849 -1.2694 -3.1639
O 2.9239 -0.6134 -2.2629
O -0.1891 -3.1564 -6.1549
H 0.5559 -0.0474 -2.8379
H -1.0341 -1.4314 -4.5369
H 2.6079 -3.6174 -5.4859
H 3.7749 -2.3944 -3.9039
H 2.7079 -0.7274 -1.3859
H -1.2661 -2.9354 -5.9089
C -2.9351 -5.1694 0.1721
C -1.7011 -4.6254 0.5831
C -1.3121 -3.3664 0.1271
C -2.0861 -2.6494 -0.7709
C -3.3641 -3.1584 -1.0219
C -3.8441 -4.4664 -0.5499
O -5.0481 -5.0414 -0.8219
O -0.0501 -2.8984 0.3491
H -3.2261 -6.2174 0.4801
H -1.0221 -5.0564 1.1831
H -1.8361 -1.7714 -1.4979
H -3.9501 -2.5814 -1.8399
H -5.1611 -5.7964 -0.1869
H 0.1619 -2.0484 0.2961
C 2.2429 3.1006 -3.9469
C 1.5549 2.8966 -2.7359
C 0.3699 3.5756 -2.5559
C -0.1711 4.5156 -3.4109
C 0.4979 4.6676 -4.6569
C 1.6759 4.0256 -4.8849
O 2.2689 4.4556 -6.0309
O -0.3131 3.3826 -1.3689
H 3.1179 2.5266 -4.3049
H 1.9619 2.0756 -2.0949
H -1.2441 4.9096 -3.2369
H 0.0439 5.1826 -5.4999
H 2.0459 5.2766 -6.5429
H -0.1751 2.5006 -0.9029
C 2.7279 2.4386 6.8301
C 2.1909 3.1676 5.7591
C 1.9559 2.4886 4.5321
C 2.1189 1.1226 4.4011
C 2.7029 0.4546 5.4591
C 3.0569 1.1346 6.6251
O 3.8529 0.4596 7.5101
O 1.4369 3.2786 3.5111
H 2.8859 2.8446 7.7981
H 2.0359 4.2966 5.9401
H 1.7849 0.5026 3.5751
H 2.9779 -0.5714 5.4181
H 3.7929 0.6216 8.4901
H 1.3799 2.8326 2.6811
C 3.6079 -4.4334 -1.2769
C 3.4509 -3.2134 -0.6059
C 4.4829 -2.6504 0.0721
C 5.7359 -3.2224 0.3751
C 5.8659 -4.4564 -0.3589
C 4.8089 -5.1234 -1.0099
O 5.0269 -6.3994 -1.3629
O 4.2199 -1.4114 0.5941
H 2.8749 -4.8144 -1.9199
H 2.4209 -2.5914 -0.4699
H 6.4589 -2.6874 0.8251
H 6.6199 -4.9414 0.0101
H 4.3799 -6.8024 -2.0409
H 3.3009 -1.1334 0.5721

Values from the calculation:
- spin multiplicity = 1
- frontier orbital gap (eV) = 6.04
- E_HOMO (eV) = -7.21


Entry 2:
C42H42N11NaO4S as an isolated structure in a non-equilibrium geometry. Source: OMol25; level of theory: wB97M-V/def2-TZVPD.

Element x y z (Å)
Na -1.3422 0.3893 -0.7232
C 9.4254 2.9898 -2.2700
O 8.1129 2.4392 -2.2048
C 7.6777 1.8345 -1.0814
C 8.1615 2.2019 0.1981
C 7.6609 1.5642 1.3236
C 6.5930 0.6512 1.2377
C 6.2452 0.1747 -0.0344
C 6.6975 0.8419 -1.1596
N 5.7822 0.4895 2.3597
N 4.6795 -0.1966 2.2092
C 3.4398 0.3647 2.1917
C 3.2248 1.7596 2.2104
C 2.0165 2.2725 1.7782
C 1.0214 1.4779 1.1298
O 0.0833 2.0074 0.4626
C 1.1901 -0.0007 1.2636
N 0.1574 -0.7385 0.7683
C 0.2611 -2.0770 0.8703
C 1.3461 -2.6985 1.4543
C 2.4236 -1.9458 1.9147
C 2.3637 -0.5426 1.8528
H 9.7106 2.9562 -3.3102
H 10.1922 2.4143 -1.7135
H 9.4684 4.0403 -1.9207
H 8.9237 2.9899 0.3061
H 8.0783 1.7792 2.3196
H 5.4779 -0.6093 -0.1251
H 6.3540 0.5631 -2.1569
H 4.0440 2.3527 2.6602
H 1.8256 3.3339 1.8382
H -0.5865 -2.6680 0.5205
H 1.2985 -3.7551 1.6268
H 3.2923 -2.4577 2.3351
C -2.2247 0.6884 4.9999
N -2.4321 1.2538 3.6798
C -2.2849 0.6652 2.4913
N -2.7607 1.4506 1.5348
C -3.2105 2.5426 2.2262
N -3.0341 2.4492 3.5169
C -2.6812 -0.7614 5.1269
C -2.1782 -1.5223 6.1987
C -2.5429 -2.8660 6.3688
C -3.3948 -3.4763 5.4587
C -3.8759 -2.7178 4.3615
C -3.6102 -1.3499 4.2704
C -4.6165 -3.3531 3.2629
N -4.9970 -4.6319 3.2056
N -5.6156 -4.8443 1.9874
C -5.6649 -3.6857 1.3450
O -5.0215 -2.6534 2.1435
C -6.0678 -3.3733 0.0276
C -6.4267 -4.4467 -0.8035
C -6.8965 -4.1150 -2.0749
C -7.0139 -2.7643 -2.4322
C -6.6064 -1.7148 -1.5832
C -6.7281 -0.3255 -2.1127
N -5.4240 0.2655 -2.5331
C -4.5725 1.1316 -1.9462
N -3.3585 1.0026 -2.4583
C -3.5208 0.0223 -3.4317
N -4.7348 -0.4141 -3.5087
C -6.0630 -2.0266 -0.3787
H -2.7473 1.3392 5.7144
H -1.1291 0.8046 5.1944
H -1.7368 -0.2789 2.3925
H -3.6284 3.4114 1.7359
H -1.4428 -1.0857 6.8872
H -2.1645 -3.4150 7.2612
H -3.6845 -4.5202 5.5433
H -4.0972 -0.8007 3.4500
H -6.3215 -5.4601 -0.4265
H -7.2210 -4.8758 -2.7677
H -7.3466 -2.4786 -3.4230
H -7.2081 0.4031 -1.4293
H -7.3429 -0.3839 -3.0329
H -4.9027 1.8136 -1.1483
H -2.7056 -0.2883 -4.0682
H -5.7411 -1.2761 0.3244
C 3.6385 -1.1541 -3.1568
C 3.4121 -0.1207 -4.2566
C 1.9563 0.1842 -4.5208
S 1.0854 0.8734 -3.0626
O -0.1637 0.0096 -3.0513
C 0.2864 2.4272 -3.7115
C 1.1408 3.6746 -3.8787
C 1.5348 4.3087 -2.5349
H 4.6662 -1.4859 -3.1031
H 3.0127 -2.0285 -3.3650
H 3.3638 -0.8067 -2.1606
H 3.8334 -0.4910 -5.2060
H 3.9472 0.7942 -4.0347
H 1.3969 -0.7109 -4.7956
H 1.8471 0.9386 -5.3217
H -0.4856 2.5867 -2.9751
H -0.2089 2.1276 -4.6411
H 0.5335 4.3980 -4.4528
H 2.0472 3.4997 -4.4740
H 0.6174 4.4960 -1.9792
H 2.0403 5.2728 -2.6802
H 2.1769 3.6709 -1.9198

Values from the calculation:
- spin multiplicity = 1
- frontier orbital gap (alpha / beta) (eV) = 5.68 / 4.85
- E_HOMO (alpha / beta) (eV) = -6.22 / -5.39


Entry 3:
C42H42N2O7PdS4Te as an isolated structure. Source: OMol25; level of theory: wB97M-V/def2-TZVPD.

Element x y z (Å)
Pd -1.8195 2.5015 0.7724
S -2.2042 4.6080 1.7111
S -0.7901 4.8789 3.0004
S 1.0006 4.7416 1.6861
S 0.2446 4.4547 -0.0403
C 7.4563 -0.7043 2.0296
C 6.0287 -0.3359 1.7293
C 5.7136 0.8542 1.0896
C 4.4000 1.1910 0.7804
C 4.1326 2.4988 0.0814
C 3.3688 0.2993 1.1138
Te 1.4226 0.7798 0.3422
N -0.2023 1.9973 1.7741
C -0.7330 1.5431 2.9044
O -1.9661 1.6737 3.0946
C 0.1296 0.9270 3.9620
C 1.5133 1.0744 3.9744
C 2.2746 0.4628 4.9595
C 1.6558 -0.2938 5.9444
C 0.2727 -0.4244 5.9503
C -0.4877 0.1871 4.9664
C 1.0428 -1.2139 -0.2912
C 1.8050 -1.7322 -1.3434
C 2.9415 -0.9902 -1.9941
C 1.5154 -3.0160 -1.8005
C 0.4987 -3.7765 -1.2480
C 0.1909 -5.1555 -1.7642
C -0.2372 -3.2339 -0.2036
C 0.0086 -1.9583 0.2905
C -0.8568 -1.4329 1.3985
C 3.6588 -0.8760 1.8189
C 2.5957 -1.8187 2.3135
C 4.9882 -1.1765 2.0999
H 8.1372 0.1007 1.7545
H 7.7516 -1.5985 1.4769
H 7.5938 -0.9173 3.0913
H 6.5089 1.5428 0.8228
H 5.0219 3.1285 0.1026
H 3.3168 3.0550 0.5468
H 3.8509 2.3439 -0.9638
H 1.9932 1.6894 3.2259
H 3.3516 0.5805 4.9555
H 2.2495 -0.7741 6.7127
H -0.2129 -1.0065 6.7239
H -1.5659 0.0989 4.9450
H 2.7223 0.0715 -2.1131
H 3.1355 -1.4004 -2.9855
H 3.8546 -1.0724 -1.3989
H 2.0902 -3.4147 -2.6306
H 0.6129 -5.3064 -2.7577
H -0.8861 -5.3183 -1.8232
H 0.6037 -5.9234 -1.1056
H -1.0425 -3.8131 0.2378
H -1.3381 -2.2550 1.9298
H -1.6341 -0.7760 1.0032
H -0.2814 -0.8548 2.1233
H 1.6442 -1.3092 2.4610
H 2.8974 -2.2479 3.2700
H 2.4281 -2.6363 1.6086
H 5.2114 -2.0919 2.6400
C 0.9279 -2.1913 -5.8535
C 0.3663 -1.1990 -4.8711
C 0.9755 0.0347 -4.6779
C 0.4913 0.9473 -3.7486
C 1.1581 2.2877 -3.5827
C -0.6234 0.6019 -2.9797
C -1.2611 -0.6253 -3.1633
C -2.4758 -1.0125 -2.3629
C -0.7571 -1.5049 -4.1169
C -1.1024 1.5671 -1.9146
O -1.4769 2.6861 -2.2309
O -1.0189 1.0937 -0.7139
H 1.5398 -1.6971 -6.6092
H 0.1334 -2.7389 -6.3628
H 1.5591 -2.9270 -5.3475
H 1.8461 0.2984 -5.2719
H 2.0634 2.3452 -4.1890
H 1.4253 2.4746 -2.5392
H 0.4806 3.0919 -3.8698
H -2.9494 -0.1570 -1.8873
H -2.2025 -1.7018 -1.5605
H -3.2071 -1.5112 -3.0019
H -1.2573 -2.4579 -4.2678
O -3.7161 0.4833 0.6643
C -4.3372 1.5031 0.3627
O -3.8412 2.6585 0.1339
C -5.8472 1.4159 0.2948
C -6.5057 0.4709 1.0705
C -7.8899 0.3744 1.0467
C -8.6315 1.2082 0.2274
C -7.9535 2.1346 -0.5504
C -6.5756 2.2662 -0.5259
N -8.7383 3.0144 -1.4283
O -8.1392 3.7822 -2.1535
O -9.9544 2.9279 -1.3839
H -5.9061 -0.1863 1.6865
H -8.3947 -0.3569 1.6645
H -9.7083 1.1561 0.1805
H -6.0734 3.0133 -1.1222

Values from the calculation:
- spin multiplicity = 2
- frontier orbital gap (alpha / beta) (eV) = 5.54 / 6.47
- E_HOMO (alpha / beta) (eV) = -4.81 / -5.67
- net charge = -1


What are the E values for these records? In order: -3393.01943; -3089.34468; -4250.52949 Eh.
What are the energy above the lowest of the compared OMol25 structures with the same formula, charge and spin values for these records? In order: 0.00; 0.00; 15.04 kJ/mol.